DFT (wB97M-V/def2-TZVPD) results for 11 unconnected molecules or ions with the total composition C47H112N10O11 at a distorted geometry.

Properties
HOMO level in hartree: -0.294
Kohn-Sham gap in hartree: 0.2873
SMILES: CC1(C)CCCC(C)(C)N1O.CC1(C)CCCC(C)(C)N1O.CC1(C)CCCC(C)(C)N1O.CC1(C)CCCC(C)(C)N1O.NC(N)=O.NC(N)=O.NC(N)=O.CCO.CCO.CCO.CCO
ΔE to the lowest compared entry with this formula, charge and spin in kJ/mol: 926.9

Geometry (Å):
C  1.22  -2.66  7.79
C  2.29  -3.56  8.47
C  2.10  -3.61  10.00
C  2.12  -4.96  7.79
C  3.37  -5.82  8.06
C  4.63  -5.24  7.57
C  4.91  -3.90  8.24
C  5.56  -4.16  9.64
C  5.95  -3.36  7.29
N  3.72  -3.04  8.22
O  3.93  -1.68  8.65
H  0.20  -3.01  7.97
H  1.17  -1.66  8.23
H  1.27  -2.48  6.72
H  2.86  -4.13  10.58
H  2.22  -2.62  10.44
H  1.11  -3.97  10.26
H  1.31  -5.55  8.23
H  1.84  -5.03  6.73
H  3.38  -5.92  9.15
H  3.25  -6.76  7.51
H  4.36  -5.11  6.52
H  5.53  -5.85  7.69
H  5.22  -3.53  10.46
H  6.62  -4.01  9.44
H  5.56  -5.19  10.00
H  5.44  -3.23  6.34
H  6.77  -4.06  7.17
H  6.25  -2.33  7.51
H  3.91  -1.13  7.86
C  5.77  9.76  -1.03
C  5.20  9.15  0.27
C  6.30  9.00  1.26
C  4.14  10.16  0.92
C  2.76  9.96  0.26
C  2.29  8.54  0.07
C  3.30  7.63  -0.60
C  2.85  6.18  -0.46
C  3.33  7.82  -2.18
N  4.62  7.78  0.07
O  5.57  6.83  -0.45
H  5.08  9.90  -1.86
H  6.34  10.66  -0.81
H  6.58  9.09  -1.35
H  7.15  8.36  1.02
H  6.80  9.94  1.51
H  6.05  8.49  2.19
H  4.01  9.91  1.98
H  4.53  11.18  0.91
H  2.03  10.58  0.79
H  2.86  10.42  -0.72
H  1.53  8.37  -0.69
H  2.00  8.19  1.06
H  1.89  5.97  -0.93
H  2.66  6.07  0.61
H  3.53  5.47  -0.93
H  3.85  8.59  -2.76
H  2.31  7.86  -2.55
H  3.95  7.00  -2.56
H  5.58  6.18  0.25
C  -4.20  4.13  -4.24
C  -5.36  3.03  -4.26
C  -4.88  1.77  -5.06
C  -5.66  2.50  -2.82
C  -6.10  3.65  -1.89
C  -7.40  4.30  -2.44
C  -7.43  4.58  -4.06
C  -8.85  4.19  -4.42
C  -7.15  6.01  -4.48
N  -6.57  3.64  -4.81
O  -6.47  3.92  -6.11
H  -3.95  4.50  -5.24
H  -4.52  4.96  -3.62
H  -3.22  3.81  -3.89
H  -4.07  1.27  -4.54
H  -5.60  1.02  -5.37
H  -4.52  2.10  -6.04
H  -6.47  1.79  -2.89
H  -4.99  1.77  -2.37
H  -6.30  3.22  -0.90
H  -5.31  4.39  -1.77
H  -7.40  5.35  -2.16
H  -8.30  4.02  -1.90
H  -8.94  3.17  -4.05
H  -9.12  4.12  -5.47
H  -9.64  4.76  -3.92
H  -6.27  6.31  -3.92
H  -7.81  6.76  -4.05
H  -6.90  6.17  -5.53
H  -5.93  4.72  -6.14
C  6.60  -2.66  -7.55
C  5.45  -1.63  -7.16
C  5.62  -0.98  -5.77
C  5.51  -0.42  -8.19
C  4.29  0.40  -8.29
C  3.03  -0.51  -8.38
C  2.82  -1.72  -7.40
C  2.34  -1.20  -5.94
C  1.73  -2.75  -7.91
N  4.17  -2.39  -7.25
O  4.00  -3.36  -6.28
H  6.76  -3.47  -6.84
H  6.51  -3.34  -8.39
H  7.55  -2.15  -7.71
H  5.51  -1.68  -4.95
H  6.65  -0.63  -5.69
H  4.90  -0.16  -5.76
H  6.35  0.24  -7.98
H  5.69  -0.97  -9.12
H  4.25  1.28  -7.64
H  4.29  0.90  -9.26
H  2.87  -0.92  -9.38
H  2.10  0.05  -8.28
H  1.47  -1.72  -5.53
H  2.03  -0.16  -5.97
H  3.17  -1.38  -5.25
H  0.75  -2.26  -7.88
H  1.68  -3.68  -7.36
H  1.82  -3.09  -8.94
H  4.18  -4.19  -6.74
N  -1.92  -7.73  -3.49
C  -0.66  -7.82  -3.94
N  0.11  -7.17  -3.08
O  -0.25  -8.31  -4.89
H  -2.72  -8.06  -4.01
H  -2.20  -7.28  -2.63
H  -0.21  -6.41  -2.50
H  1.08  -7.19  -3.37
N  -3.48  -4.81  3.74
C  -4.00  -6.01  3.66
N  -4.92  -6.10  4.64
O  -3.72  -6.92  2.96
H  -2.66  -4.63  3.17
H  -4.11  -4.04  3.93
H  -5.18  -7.06  4.80
H  -4.78  -5.36  5.30
N  3.28  -10.85  2.97
C  2.70  -9.70  2.70
N  1.40  -9.73  2.86
O  3.38  -8.72  2.41
H  4.22  -11.04  2.67
H  2.89  -11.43  3.71
H  0.84  -8.94  2.57
H  0.96  -10.63  2.99
C  -6.07  -4.30  -2.13
C  -7.57  -4.31  -2.41
O  -7.88  -5.32  -3.35
H  -5.67  -3.50  -1.51
H  -5.58  -4.31  -3.10
H  -5.71  -5.18  -1.61
H  -7.97  -3.43  -2.92
H  -8.07  -4.50  -1.46
H  -7.50  -5.05  -4.19
C  -0.26  -0.69  0.19
C  0.80  -1.79  0.58
O  0.44  -3.14  0.60
H  0.02  0.25  0.66
H  -1.22  -1.05  0.56
H  -0.24  -0.57  -0.89
H  1.12  -1.55  1.59
H  1.71  -1.88  -0.01
H  1.07  -3.76  0.97
C  -2.23  3.99  4.69
C  -2.88  4.23  6.00
O  -2.06  3.82  7.04
H  -1.81  2.99  4.64
H  -1.50  4.78  4.50
H  -3.02  4.14  3.94
H  -3.75  3.59  6.10
H  -3.16  5.28  6.12
H  -2.45  3.04  7.46
C  -8.09  -0.42  3.12
C  -7.08  -0.76  4.32
O  -5.84  -0.39  3.91
H  -8.30  0.63  2.98
H  -9.07  -0.83  3.33
H  -7.79  -1.05  2.28
H  -7.11  -1.84  4.41
H  -7.44  -0.29  5.24
H  -5.54  0.31  4.49